Density functional theory data (the ωB97M-V functional and the def2-TZVPD basis) for a 2-piece molecular cluster, H5P3S2 overall in a non-equilibrium geometry.

Properties
HOMO (spin up / spin down) = -7.4 / -9.1 eV
DFT total energy = -49614.7307 eV
Multiplicity = 3

Cartesian coordinates (Å):
S1 -2.35816 -1.38596 0.46802
S2 1.14260 -0.67889 -0.44782
P1 1.12344 0.32788 1.45449
P2 1.15543 -2.72696 -0.00432
P3 -1.66000 0.00154 -0.71928
H1 -2.58424 1.10416 -0.36558
H2 2.38390 0.84132 1.32731
H3 1.36294 -3.39273 -1.37132
H4 0.46698 1.42032 0.92769
H5 -2.26255 -0.20596 -2.06470